Arrangement P

# C3H11NOS2

A molecular structure, C3H11NOS2 (ωB97M-V/def2-TZVPD, the OMol25 dataset).

The molar mass is 141.26 g/mol. As for the HOMO energy: -8.35 eV. The orbital gap is 7.777 eV.

```
! RIJCOSX wB97M-V def2-TZVPD def2/J DEFGRID3
* xyz 0 1
N -1.895 -1.222 -1.140
C -0.646 -1.009 -0.286
C -0.543 0.290 0.516
S 1.243 1.681 0.227
S 2.583 0.476 -0.770
C 3.380 -0.310 0.581
H -2.751 -1.222 -0.487
H -2.061 -0.420 -1.759
H -0.599 -1.926 0.332
H 0.220 -1.056 -0.974
H -0.060 1.057 -0.216
H -0.380 0.057 1.539
H 2.711 -0.863 1.203
H 4.148 -0.950 0.144
H 3.843 0.492 1.204
H -3.501 2.299 -0.121
H -2.352 1.247 0.073
O -3.339 1.379 -0.069
*
```



Arrangement Q

# C3H11NOS2

3 unconnected molecules or ions with the total composition C3H11NOS2 (ωB97M-V/def2-TZVPD, the OMol25 dataset).

The molar mass is 141.26 g/mol. As for the HOMO energy: -8.08 eV. The orbital gap is 3.365 eV.

```
! RIJCOSX wB97M-V def2-TZVPD def2/J DEFGRID3
* xyz 0 1
N -1.195 0.743 1.973
C 0.014 0.829 1.193
C -0.029 1.698 -0.049
C 0.535 -0.571 0.837
S 0.395 -1.677 2.227
S 1.251 -0.169 -2.394
H -1.708 1.563 2.238
H -1.262 -0.208 2.322
H 0.827 1.226 1.848
H 0.959 1.580 -0.612
H -0.787 1.336 -0.750
H -0.116 2.754 0.248
H -0.054 -0.968 -0.006
H 1.590 -0.519 0.517
H 1.199 0.274 -3.643
H -0.313 -3.376 -1.821
H -0.376 -1.872 -2.162
O -0.930 -2.642 -1.966
*
```



Result of the stability comparison: arrangement Q is the least stable of them.



Arrangement P

# C3H11NOS2

2 unconnected molecules or ions with the total composition C3H11NOS2 (ωB97M-V/def2-TZVPD, the OMol25 dataset).

As for the structure (SMILES): CNCCSS.O. The molar mass is 141.26 g/mol. As for the HOMO energy: -8.59 eV. The orbital gap is 8.514 eV.

```
! RIJCOSX wB97M-V def2-TZVPD def2/J DEFGRID3
* xyz 0 1
S 0.733 2.279 -2.499
S 0.741 0.173 -2.579
C -0.014 -0.195 -0.942
C 0.766 0.465 0.278
N 0.200 0.274 1.630
C -0.968 0.956 2.099
H 1.214 3.034 -1.592
H -1.049 0.103 -1.084
H 0.106 -1.162 -0.856
H 0.922 1.620 0.209
H 1.802 0.161 0.472
H -0.113 -0.848 1.711
H -1.036 1.890 1.508
H -1.133 0.900 3.149
H -1.942 0.588 1.940
H -0.646 -3.424 -0.619
H 0.148 -3.434 -1.920
O 0.270 -3.381 -0.908
*
```



Arrangement Q

# C3H11NOS2

2 unconnected molecules or ions with the total composition C3H11NOS2 (ωB97M-V/def2-TZVPD, the OMol25 dataset).

As for the structure (SMILES): CNCCSS.O. The molar mass is 141.26 g/mol. As for the HOMO energy: -8.21 eV. The orbital gap is 8.721 eV.

```
! RIJCOSX wB97M-V def2-TZVPD def2/J DEFGRID3
* xyz 0 1
S -1.717 0.564 -1.930
S -1.446 -0.077 0.096
C 0.155 -1.068 0.167
C 1.409 -0.323 0.876
N 1.177 0.426 2.078
C 1.418 -0.408 3.263
H -2.975 0.136 -2.079
H 0.108 -2.059 0.708
H 0.286 -1.486 -0.866
H 1.806 0.424 0.257
H 2.068 -1.119 0.866
H 1.912 1.135 2.246
H 0.816 -1.244 3.409
H 1.229 0.290 4.128
H 2.543 -0.653 3.301
H 2.022 0.090 -3.022
H 1.870 1.330 -2.103
O 1.597 0.397 -2.236
*
```



Arrangement R

# C3H11NOS2

2 unconnected molecules or ions with the total composition C3H11NOS2 (ωB97M-V/def2-TZVPD, the OMol25 dataset).

As for the structure (SMILES): NCCCSS.O. The molar mass is 141.26 g/mol. As for the HOMO energy: -8.84 eV. The orbital gap is 9.219 eV.

```
! RIJCOSX wB97M-V def2-TZVPD def2/J DEFGRID3
* xyz 0 1
S 1.224 2.550 2.820
S -0.185 1.681 1.518
C -0.267 -0.119 1.722
C -1.298 -0.964 0.873
C -1.539 -0.599 -0.583
N -2.340 -1.476 -1.504
H 0.578 2.361 3.953
H -0.546 -0.390 2.685
H 0.729 -0.603 1.578
H -2.216 -1.074 1.428
H -0.904 -1.995 0.819
H -0.641 -0.576 -1.163
H -1.634 0.507 -0.858
H -2.042 -2.418 -1.579
H -2.345 -1.012 -2.434
H 3.708 1.211 -2.802
H 5.017 1.540 -3.680
O 4.703 1.374 -2.795
*
```



Result of the stability comparison: arrangement P is the least stable of them.



Arrangement P

# C3H7NO2

A molecular structure, C3H7NO2 (ωB97M-V/def2-TZVPD, the OMol25 dataset).

The molar mass is 89.09 g/mol. As for the HOMO energy: -10.75 eV. The orbital gap is 10.794 eV.

```
! RIJCOSX wB97M-V def2-TZVPD def2/J DEFGRID3
* xyz 0 1
C 1.360 -0.778 -0.426
C 0.680 0.468 -0.467
C -0.719 0.561 0.859
N -1.821 -0.093 0.178
O -2.053 -1.207 0.663
O -2.390 0.482 -0.764
H 0.618 -1.547 -0.225
H 1.983 -0.974 -1.330
H 2.188 -0.723 0.266
H 0.089 0.611 -1.341
H 1.412 1.331 -0.193
H -0.464 0.234 1.884
H -0.884 1.634 0.896
*
```



Arrangement Q

# C3H7NO2

C3H7NO2 in the gas phase (ωB97M-V/def2-TZVPD, the OMol25 dataset).

As for the structure (SMILES): C/C(CO)=N/O. The molar mass is 89.09 g/mol. As for the HOMO energy: -9.84 eV. The orbital gap is 10.729 eV.

```
! RIJCOSX wB97M-V def2-TZVPD def2/J DEFGRID3
* xyz 0 1
C 0.996 0.874 -1.044
C 0.126 0.364 0.097
N -0.549 1.199 0.798
O -1.340 0.541 1.735
C 0.073 -1.162 0.331
O -0.713 -1.836 -0.643
H 1.475 1.844 -0.869
H 1.785 0.133 -1.206
H 0.481 0.957 -2.011
H -1.767 1.250 2.229
H -0.341 -1.421 1.307
H 1.078 -1.591 0.250
H -1.305 -1.152 -0.974
*
```



Arrangement R

# C3H7NO2

C3H7NO2 in the gas phase (ωB97M-V/def2-TZVPD, the OMol25 dataset).

As for the structure (SMILES): CCNC(=O)O. The molar mass is 89.09 g/mol. As for the HOMO energy: -9.86 eV. The orbital gap is 10.690 eV.

```
! RIJCOSX wB97M-V def2-TZVPD def2/J DEFGRID3
* xyz 0 1
C 0.777 -0.259 -0.396
N -0.599 0.054 -0.071
C -1.166 1.258 -0.305
O -2.430 1.288 0.188
O -0.654 2.199 -0.860
C 1.349 -1.287 0.584
H 1.353 0.651 -0.301
H 0.840 -0.640 -1.408
H -1.226 -0.713 0.123
H -2.754 2.186 -0.005
H 2.190 -0.908 1.161
H 0.588 -1.680 1.259
H 1.731 -2.148 0.033
*
```



Result of the stability comparison: arrangement P is the least stable of them.